A molecular structure, C21H54Mn2N5O18S3 in a non-equilibrium geometry, computed with wB97M-V/def2-TZVPD.

Geometry (Å):
Mn1 -8.36 -17.40 15.24
Mn2 -9.84 -22.32 11.72
S1 -9.02 -19.74 17.55
S2 -11.69 -16.39 15.59
S3 -6.26 -16.85 8.68
O1 -5.32 -15.89 9.15
O2 -10.85 -20.88 10.48
O3 -7.83 -21.45 11.66
O4 -7.28 -17.25 9.89
O5 -11.35 -19.87 14.51
O6 -8.43 -19.95 19.02
O7 -10.38 -16.94 15.90
O8 -10.01 -21.03 13.33
O9 -9.01 -20.98 16.84
O10 -7.16 -21.24 9.62
O11 -9.96 -21.06 8.48
O12 -7.05 -16.51 7.52
O13 -9.31 -19.21 14.26
O14 -11.94 -14.98 15.70
O15 -12.70 -17.23 16.55
O16 -5.73 -21.06 11.24
O17 -11.81 -20.04 8.72
O18 -8.26 -18.61 16.99
N1 -10.88 -20.66 9.23
N2 -10.23 -20.03 14.03
N3 -6.86 -21.25 10.81
N4 -6.21 -17.49 14.86
N5 -9.26 -23.95 13.21
C1 -14.66 -17.12 18.06
C2 -6.20 -17.77 13.40
C3 -6.98 -23.23 14.00
C4 -11.28 -23.68 14.65
C5 -5.57 -18.63 15.63
C6 -4.84 -17.96 12.74
C7 -10.16 -26.40 13.15
C8 -13.99 -16.59 16.81
C9 -9.24 -18.08 10.86
C10 -5.97 -20.03 15.11
C11 -8.36 -21.30 19.55
C12 -9.73 -25.13 12.42
C13 -6.92 -21.76 19.39
C14 -8.51 -17.90 9.54
C15 -5.35 -16.30 15.19
C16 -5.82 -14.98 14.63
C17 -12.30 -16.95 13.97
C18 -7.78 -24.28 13.27
C19 -9.79 -23.91 14.60
C20 -5.44 -18.47 8.56
C21 -10.70 -19.22 18.02
H1 -10.13 -27.14 12.34
H2 -10.71 -18.24 18.47
H3 -9.10 -21.99 19.16
H4 -9.28 -17.10 11.34
H5 -11.55 -16.85 13.18
H6 -5.46 -20.78 15.72
H7 -4.68 -18.38 7.79
H8 -6.48 -21.48 18.43
H9 -12.76 -17.92 14.10
H10 -9.33 -23.00 15.00
H11 -6.00 -23.12 13.54
H12 -6.74 -18.68 13.14
H13 -6.80 -17.10 12.78
H14 -7.41 -24.11 12.26
H15 -6.26 -21.29 20.11
H16 -4.32 -16.49 14.90
H17 -9.43 -26.62 13.93
H18 -5.06 -18.80 9.52
H19 -4.32 -18.82 13.15
H20 -10.25 -18.49 10.78
H21 -6.91 -22.84 19.56
H22 -8.79 -18.89 11.44
H23 -6.88 -23.40 15.08
H24 -15.44 -16.43 18.35
H25 -5.34 -16.30 16.29
H26 -11.66 -22.74 14.26
H27 -14.79 -18.19 17.89
H28 -10.61 -24.81 11.84
H29 -14.62 -16.84 15.96
H30 -5.16 -14.16 14.93
H31 -11.18 -26.50 13.52
H32 -7.52 -25.30 13.54
H33 -7.05 -20.12 15.17
H34 -4.48 -18.55 15.65
H35 -13.95 -17.11 18.90
H36 -7.41 -22.23 13.97
H37 -13.85 -15.52 16.95
H38 -11.82 -24.36 13.98
H39 -9.08 -17.27 8.86
H40 -9.06 -25.39 11.60
H41 -8.33 -18.89 9.12
H42 -9.44 -24.71 15.25
H43 -11.41 -19.42 17.21
H44 -8.66 -21.15 20.59
H45 -4.27 -17.03 12.66
H46 -5.67 -15.07 13.55
H47 -5.72 -18.45 16.69
H48 -13.08 -16.25 13.67
H49 -5.01 -18.33 11.73
H50 -5.71 -20.24 14.08
H51 -10.94 -20.00 18.75
H52 -6.85 -14.72 14.87
H53 -6.24 -19.14 8.24
H54 -11.66 -23.81 15.66

Properties
net charge: +1
calculated total energy: -5956.6055 hartree
orbital gap (spin up / spin down): 7.4 / 6.6 eV
LUMO energy (spin up / spin down): -3.296 / -4.111 eV
multiplicity: 11

These are the Löwdin partial charges, in e, on atoms 1 to 4: 1.138 1.121 0.666 0.685